Record 1
DFT (ωB97M-V/def2-TZVPD) results for a structure of composition C21H13N5O6RhS2 in a non-equilibrium geometry.

Structure (XYZ):
```
48
Properties=species:S:1:pos:R:3:mulliken_charge:R:1
C -2.54864 2.29851 -1.50527 1.11
C 0.21081 2.58466 0.84362 0.01
C -0.54502 -0.32144 3.88710 0.05
C -3.95736 1.07798 -3.57057 -0.99
H 3.84505 -0.53688 1.75360 0.43
N 1.28282 -3.31991 3.38128 -0.54
C -2.01021 4.04436 0.20671 -1.20
C -0.10325 -1.19914 2.83045 -0.32
O 2.40622 -6.06943 1.61244 -0.58
C -2.84356 0.51959 -3.00515 -0.18
Rh -0.23877 0.43585 -1.24848 0.53
H 0.63700 4.02174 2.33492 0.40
C -1.18899 4.48195 1.19312 -0.22
C 2.02094 -3.58532 0.24204 -1.29
H -4.04619 3.88046 -1.66831 0.29
C -0.03141 3.72729 1.53892 -1.20
N -2.16569 1.08570 -1.99208 0.25
N -0.57930 -0.57937 0.41865 -0.58
N -0.58112 2.14232 -0.16221 0.49
C 2.66669 -3.70029 1.46164 -0.06
H -4.46328 0.58098 -4.38433 0.39
C -4.39522 2.31514 -3.05313 -0.21
C -1.72546 2.84416 -0.49589 0.53
H 2.76449 -4.10370 3.82362 0.47
O 0.73338 -0.21020 -4.93479 -0.65
C -3.71084 2.92231 -2.04064 -1.10
H -2.44418 -0.42434 -3.35744 0.47
H 3.85793 -2.66072 2.93412 0.32
C 0.66695 -2.37845 3.12848 0.31
O 0.51711 1.24838 -2.94652 -0.53
C -0.35754 -0.86931 1.52498 0.74
O 2.84323 -5.01237 3.50284 -0.51
H -5.27314 2.80060 -3.46708 0.40
S 1.06510 -0.09636 -3.54812 1.21
O 2.46874 -0.23671 -3.20125 -0.61
O 0.19351 -1.02890 -2.66444 -0.63
H -2.90616 4.59726 -0.03871 0.27
C 2.62441 -5.03404 2.16811 0.84
C 3.31709 -2.60122 1.99740 -0.22
S 2.45930 0.32418 -0.59791 0.07
H 1.06589 1.96386 1.07464 0.29
H 1.39737 -2.25259 -1.33340 0.55
H 1.52399 -4.45446 -0.16987 0.44
C 2.60144 -1.24857 0.14266 0.79
N -0.89596 0.37967 4.73139 -0.51
C 1.95105 -2.36096 -0.40455 -0.22
C 3.32079 -1.38615 1.33177 -0.68
H -1.43003 5.39389 1.72568 0.41
```

The value obtained for the total energy is -66401.2238 eV. The HOMO-LUMO gap (alpha / beta) is 0.1998 / 0.2358 Eh. The value obtained for the relative energy (zero: lowest compared OMol25 entry of this formula, charge and spin) is 0.9982 eV. The spin multiplicity is 5. The HOMO energy (alpha / beta) comes out at -0.12147 / -0.23446 Ha. Its charge is -1.

=====

Record 2
DFT (ωB97M-V/def2-TZVPD) results for the molecule C21H14Cl2F3NO4S in a non-equilibrium geometry.

Structure (XYZ):
```
46
Properties=species:S:1:pos:R:3:mulliken_charge:R:1
H 1.88658 4.89481 0.89674 0.45
H 0.74206 -0.66197 -2.80678 0.39
C -0.09708 5.09212 0.11689 0.20
C 3.75750 -1.25328 -1.30962 0.26
C -1.87816 -2.14148 -0.39956 -0.05
H -2.73325 -4.00933 -1.10535 0.46
C -0.99041 3.09879 -0.91170 -0.11
H 2.85285 -1.98025 -3.11978 0.44
C -2.16669 1.83124 2.41232 0.65
H -1.97204 5.01836 -0.94019 0.43
C 1.53586 -0.65605 -2.05249 -0.22
H 4.40338 -0.35577 0.54798 0.40
H -0.57555 0.61896 -1.55257 0.63
C 0.05842 2.33255 -0.40096 -0.14
O -3.19111 -0.45723 1.46308 -0.63
C 1.36056 0.10305 -0.89313 0.19
C 1.16927 3.03316 0.09602 -0.46
C -0.99999 -4.35474 0.11840 -0.18
F -0.92392 2.38460 2.39943 -0.19
H 0.63255 -4.40045 1.51075 0.47
H -0.17945 0.25467 1.43255 0.73
O -2.89745 1.40488 -0.17308 -0.62
H 2.15234 2.57223 0.14745 0.60
O -0.09982 -6.47065 0.36057 -0.58
H 0.72037 -1.92412 1.77880 0.41
C 3.60402 -0.45109 -0.17708 -1.25
H 2.27609 0.86131 0.91179 0.55
S -2.40896 0.63573 0.94404 1.24
C 2.72901 -1.34621 -2.25297 -0.83
C -1.10185 4.45994 -0.61945 -0.68
Cl -0.33656 6.68322 0.70971 -0.22
F -2.30843 1.17214 3.57102 -0.23
C -0.84236 -1.52608 0.35880 -0.01
C -0.68491 0.01843 0.48813 -0.68
C 1.06726 4.38661 0.41907 -0.94
Cl 5.19188 -2.16293 -1.50820 -0.21
C 0.01453 -2.37099 1.07913 -0.19
O -1.78683 -6.18456 -1.03222 -0.57
N -0.95993 -5.74754 -0.19424 0.93
C -1.94734 -3.52903 -0.52242 -0.71
C -0.05010 -3.75825 0.96384 -0.64
C 2.38972 0.20655 0.04198 -0.11
H -2.68286 -1.57438 -0.88940 0.42
C 0.00713 0.76900 -0.63203 0.41
H -1.67476 2.65420 -1.63203 0.39
F -3.06159 2.82985 2.35673 -0.21
```

The value obtained for the total energy is -75713.0710 eV. The HOMO-LUMO gap is 0.2964 Eh. The spin multiplicity is 1. Its SMILES is O=[N+]([O-])c1ccc([C@@H](C(c2ccc(Cl)cc2)c2ccc(Cl)cc2)S(=O)(=O)C(F)(F)F)cc1. The HOMO energy comes out at -0.34188 Ha.

=====

Number 1: molecular weight 598.404 g/mol. Number 2: molecular weight 504.313 g/mol.